C2H6B2 | ωB97M-V/def2-TZVPD

Structure (XYZ):
```
10
Properties=species:S:1:pos:R:3:forces:R:3
C -0.6290 0.3611 -0.4252 1.10 1.74 0.07
C 1.9392 0.2067 0.0724 -0.27 -1.99 0.06
B 0.5997 -0.4752 -0.0781 0.31 1.27 -0.54
B -2.0199 0.0273 0.1089 0.08 -1.44 -0.93
H 2.0214 1.2315 0.2039 0.49 2.00 -0.12
H 0.6822 -1.5572 0.2559 -0.60 -1.73 0.32
H 2.7946 -0.4039 0.3860 -0.16 0.45 -0.05
H -0.2780 1.2886 -1.0395 -1.17 -1.49 1.11
H -2.2803 -0.3327 1.2310 0.22 0.69 -0.13
H -2.8296 -0.3462 -0.7156 0.01 0.51 0.20
```
Forces are in eV/Å.

Computed properties:
- Frontier orbital gap (spin up / spin down): 8.3506 / 7.7050 eV
- ΔE to the lowest compared entry with this formula, charge and spin: 32.12 kcal per mole
- HOMO energy (spin up / spin down): -9.52 / -8.97 eV

=====

C54H42Cl2N7O4P2STl | ωB97M-V/def2-TZVPD

Structure (XYZ):
```
113
Properties=species:S:1:pos:R:3:forces:R:3
Tl 1.1745 -1.2991 0.3297 0.20 0.28 -0.05
Cl 5.7234 3.1605 -3.4215 -0.03 0.02 -0.01
Cl 7.1474 2.9826 -0.5654 0.02 0.00 0.04
S -2.1139 -3.1560 2.0781 0.05 -0.13 -0.12
P 0.3895 1.6700 -0.9556 -0.47 0.76 0.36
P -0.9364 1.2264 1.6557 -0.08 0.24 -0.09
O -2.4980 -4.4530 2.6143 -0.04 -0.04 -0.04
O 2.9195 -0.8844 -4.1225 -0.17 0.06 -0.04
O 5.1909 -0.3040 2.4258 -0.03 -0.07 0.08
O -1.9307 -2.0972 3.0413 0.01 0.06 -0.01
N 3.8040 -0.7808 0.6034 -0.13 -0.26 -0.04
N 0.4109 -3.7991 -0.6664 -0.23 -0.20 0.25
N 2.5122 -0.5099 -1.8623 -0.22 -0.15 -0.05
N -0.1096 -1.2461 -2.2896 0.01 -0.01 0.09
N 2.8052 -2.9143 2.0140 0.08 0.01 -0.03
N -0.8257 2.1527 0.2118 0.28 -0.04 0.12
N -0.8801 -3.1651 1.1099 -0.06 -0.08 0.09
C -4.4018 -3.5599 0.5561 0.01 -0.01 0.01
C 3.6633 0.2224 -1.5930 0.10 0.00 -0.07
C 5.2055 2.0031 -2.2190 0.01 -0.02 0.10
C -0.6358 -4.0917 0.1444 -0.04 -0.24 -0.13
C -5.5275 -1.7956 -0.6580 -0.04 0.00 -0.02
C 3.4101 4.2307 0.0624 0.03 0.02 0.09
C -0.4601 2.1470 -4.9138 0.02 0.00 0.00
C -6.6363 -1.3426 -1.5753 0.11 -0.06 0.02
C -4.5928 -0.8885 -0.1658 0.02 -0.03 0.00
C 2.2008 -0.8783 -3.1008 0.46 0.05 0.21
C 0.7243 -4.6312 -1.6536 0.05 0.15 0.03
C 4.2956 0.1397 -0.3066 0.16 0.06 -0.07
C 1.1323 4.3952 -1.5195 0.07 0.01 0.07
C -0.5344 2.0245 -2.4993 0.11 -0.24 -0.15
C -0.9504 -2.1245 -4.7766 0.03 0.02 0.09
C 0.1915 2.0820 -3.6932 -0.03 -0.01 0.06
C -3.4816 -2.6419 1.0402 0.06 -0.05 0.03
C 1.0810 0.8467 3.5029 -0.04 -0.03 -0.06
C 1.4302 3.1971 -0.8675 0.04 -0.08 -0.09
C -2.5097 1.9775 3.8358 0.02 0.03 -0.07
C 2.5296 -4.1108 4.0653 -0.01 0.03 -0.02
C -2.3189 2.1382 2.4592 -0.15 -0.18 -0.01
C 4.1530 1.1536 -2.5146 -0.02 0.01 0.04
C 2.5632 2.5175 4.3859 -0.01 -0.02 -0.05
C -4.4317 3.3185 2.3567 -0.02 -0.01 0.01
C 0.4375 1.8127 2.7310 -0.05 -0.14 0.02
C -2.5790 2.1036 -3.7841 0.02 0.01 -0.03
C 3.6304 -2.0578 2.6208 -0.07 -0.12 -0.01
C 4.2902 -0.9328 1.8256 0.07 0.24 -0.18
C 0.3719 -1.7873 -4.5540 0.03 -0.07 -0.07
C -1.9246 2.0224 -2.5604 0.02 0.04 0.05
C 1.9740 5.4929 -1.3919 -0.06 0.01 0.03
C -4.6082 3.1522 3.7214 0.04 0.01 -0.03
C -3.6387 2.4807 4.4594 -0.02 0.01 0.01
C -3.3005 2.8080 1.7292 0.08 0.02 -0.01
C 2.2721 -3.9083 2.7187 -0.02 -0.02 -0.02
C 5.8205 1.9212 -0.9835 -0.04 -0.05 -0.12
C 5.3824 0.9938 -0.0519 -0.10 0.02 0.02
C 3.3697 -3.2114 4.7066 -0.04 -0.04 -0.04
C -1.0084 -6.1411 -1.0797 0.03 0.09 -0.02
C 0.7614 -1.3469 -3.2890 -0.09 0.05 -0.10
C 0.8635 3.1355 2.8001 0.00 0.05 0.04
C -1.8523 -2.0265 -3.7241 -0.02 -0.03 -0.07
C -5.4158 -3.1347 -0.2918 0.03 0.06 -0.02
C 3.1160 5.4114 -0.6040 -0.05 -0.02 -0.02
C -1.3774 -1.5892 -2.5004 0.02 0.05 0.08
C 1.9220 3.4877 3.6226 -0.01 0.00 0.03
C 3.9251 -2.1755 3.9777 0.07 0.03 0.14
C 2.1404 1.1976 4.3299 0.03 0.03 0.05
C -1.8498 2.1622 -4.9629 0.00 -0.01 0.02
C 0.0525 -5.8103 -1.9193 0.01 -0.06 -0.03
C -3.5715 -1.3072 0.6736 -0.03 0.00 0.01
C -1.3623 -5.2960 -0.0535 0.02 0.08 0.05
C 2.5709 3.1336 -0.0680 -0.03 -0.10 -0.10
H -4.6588 0.1569 -0.4513 -0.01 -0.02 0.03
H 2.0702 -4.9371 4.5917 -0.02 0.01 0.00
H -1.7648 1.4366 4.4091 -0.04 0.02 0.03
H 4.5914 -1.4493 4.4230 0.02 0.00 -0.06
H -0.8984 3.1592 0.3345 -0.04 0.01 -0.06
H 0.1172 2.1631 -5.8308 0.00 0.02 0.02
H -6.6691 -0.2546 -1.6362 -0.02 -0.01 -0.01
H -6.4868 -1.7332 -2.5852 -0.03 0.02 0.00
H -2.0445 -1.4963 -1.6469 0.01 -0.03 -0.01
H -1.2800 -2.4525 -5.7561 0.01 -0.02 0.01
H 3.6854 1.2178 -3.4863 0.05 -0.04 -0.01
H 0.3531 -6.4490 -2.7392 0.01 0.02 0.00
H 5.8603 0.9272 0.9123 0.00 0.03 0.00
H -5.4988 3.5340 4.2063 0.02 0.01 0.01
H -3.1780 2.9238 0.6579 -0.04 -0.01 0.03
H -5.1841 3.8378 1.7734 0.03 -0.01 -0.01
H -3.6630 2.1024 -3.8194 0.01 -0.01 0.02
H 4.3014 4.1510 0.6741 -0.01 -0.01 -0.04
H 3.5843 -3.3233 5.7632 0.02 0.03 0.01
H -3.7761 2.3390 5.5252 0.03 -0.01 -0.02
H 1.5675 -4.3222 -2.2671 -0.02 -0.02 0.01
H -4.3188 -4.5961 0.8589 -0.03 0.03 -0.01
H -2.8311 -0.6167 1.0572 -0.01 0.06 0.00
H 3.7782 6.2652 -0.5210 0.01 -0.02 0.00
H -2.1579 -5.5372 0.6360 0.03 -0.06 -0.04
H -1.5512 -7.0681 -1.2305 -0.04 0.01 0.02
H 1.2771 2.0616 -3.6547 -0.02 -0.05 -0.05
H 1.7389 6.4142 -1.9140 0.01 -0.02 0.01
H -2.8997 -2.2744 -3.8453 0.01 -0.01 0.01
H 0.7495 -0.1864 3.4369 0.04 0.02 0.00
H 1.1282 -1.8338 -5.3253 -0.01 0.02 0.01
H 3.4102 2.7881 5.0052 -0.03 0.00 0.00
H -2.3597 2.2006 -5.9186 0.00 0.01 0.01
H 0.2463 4.4694 -2.1389 0.01 -0.02 -0.04
H 2.8181 2.2044 0.4333 0.04 0.02 0.00
H -6.1310 -3.8527 -0.6813 0.00 0.00 0.04
H 2.2539 4.5184 3.6677 0.01 -0.01 -0.04
H 1.6010 -4.5680 2.1758 -0.01 0.05 0.02
H -7.6068 -1.6978 -1.2227 -0.01 0.02 -0.02
H 0.3763 3.8982 2.2003 0.01 -0.01 -0.01
H -2.4892 1.9385 -1.6384 0.01 0.01 -0.04
H 2.6447 0.4394 4.9163 0.01 -0.01 -0.06
```
Forces are in eV/Å.

Computed properties:
- Net charge: -2
- Frontier orbital gap: 5.5579 eV
- ΔE to the lowest compared entry with this formula, charge and spin: 0.00 kcal per mole
- HOMO energy: -1.75 eV

=====

C2H3N5O | ωB97M-V/def2-TZVPD

Structure (XYZ):
```
11
Properties=species:S:1:pos:R:3:forces:R:3
O -1.4624 -0.1331 -0.6492 -2.55 2.22 -0.86
N -1.1084 -0.8737 -1.6701 0.51 -5.06 -2.91
N -0.5390 0.9490 1.1971 -0.04 -1.01 -3.18
N 0.0439 -1.4055 -1.5594 -0.68 4.38 2.46
N 0.6057 -0.6609 -0.4233 -1.40 1.27 -1.63
N 1.7764 0.7543 1.0206 1.09 1.96 7.18
C -0.4282 0.2386 -0.0325 4.48 -1.03 6.33
C 0.6688 1.0966 1.7664 1.37 -2.45 -0.33
H 1.6490 -0.2824 -0.0698 -1.87 -0.34 -0.06
H 2.5047 0.8098 1.8854 -1.15 -0.34 -3.24
H 0.6512 1.1836 3.0203 0.24 0.41 -3.76
```
Forces are in eV/Å.

Computed properties:
- Frontier orbital gap: 9.4340 eV
- ΔE to the lowest compared entry with this formula, charge and spin: 134.90 kcal per mole
- HOMO energy: -9.40 eV
- SMILES string: [H]/N=C/N=c1\[nH]nno1

=====

C8H12N4 | ωB97M-V/def2-TZVPD

Structure (XYZ):
```
24
Properties=species:S:1:pos:R:3:forces:R:3
N -3.4206 20.1214 32.1737 2.05 1.18 -1.03
N -3.0267 18.0820 39.1945 0.98 -0.13 -1.53
N 5.0283 27.4715 30.0826 -3.14 0.88 1.12
N -0.2791 25.4649 24.9407 -0.21 -1.09 1.81
C -2.5060 20.6635 31.6877 -2.42 -1.17 0.93
C -2.3975 17.9837 38.2224 -1.31 0.08 1.40
C -0.2571 26.0614 23.9797 0.65 1.48 -2.13
C 2.6381 27.9789 31.0894 0.09 -0.23 -0.16
C -1.5688 17.8439 37.0328 0.34 -0.08 0.18
C 3.9582 27.7338 30.4964 2.86 -0.97 -0.93
C -1.3662 21.3287 31.0904 0.61 0.16 0.08
C -0.1442 26.8072 22.7151 -0.21 -0.89 -0.30
H -2.0967 17.4807 36.1510 -0.22 0.15 0.21
H -0.8530 26.3446 22.0283 -0.56 0.51 0.07
H 2.1969 28.8807 30.6649 0.06 0.02 0.24
H -1.4617 21.5122 30.0202 -0.24 -0.20 0.09
H 2.7313 28.0235 32.1745 0.03 0.33 -0.08
H -1.1056 18.8082 36.8239 0.04 -0.11 -0.13
H -0.7997 17.1129 37.2825 0.16 0.09 -0.15
H -0.2829 27.8814 22.8368 -0.09 -0.24 -0.05
H 0.7765 26.5821 22.1769 0.42 0.22 0.60
H 1.9676 27.1447 30.8831 0.10 -0.02 -0.20
H -0.4944 20.6983 31.2658 0.09 0.07 -0.12
H -1.1853 22.2883 31.5746 -0.08 -0.04 0.06
```
Forces are in eV/Å.

Computed properties:
- Frontier orbital gap: 12.0442 eV
- ΔE to the lowest compared entry with this formula, charge and spin: 54.38 kcal per mole
- HOMO energy: -11.60 eV
- SMILES string: CC#N.CC#N.CC#N.CC#N

=====

C2H3O5S2 | ωB97M-V/def2-TZVPD

Structure (XYZ):
```
12
Properties=species:S:1:pos:R:3:forces:R:3
S 1.1581 1.1372 1.0856 1.62 -1.40 1.83
S -1.5613 -0.9003 0.6948 -0.02 2.59 -0.29
O -1.7441 -2.1538 -0.0508 -0.20 0.26 0.39
O 0.7030 0.2703 -0.2339 2.95 -0.13 0.16
O 2.6152 1.1135 1.0473 -1.15 0.29 -0.41
O -2.7294 -0.0209 1.0009 0.64 -1.59 -0.25
O 0.4834 2.4089 1.0731 0.05 -0.30 -0.43
C -0.6022 0.3229 -0.5085 -1.94 0.28 -0.07
C 0.6812 0.1191 2.4686 0.27 -2.10 -1.48
H -0.8599 1.3527 -0.1616 -1.32 -0.84 -1.00
H 1.1152 -0.9635 2.1230 -0.71 2.45 0.60
H -0.7707 -0.0183 -1.5610 -0.19 0.49 0.94
```
Forces are in eV/Å.

Computed properties:
- Net charge: -1
- Frontier orbital gap (spin up / spin down): 5.9555 / 8.0011 eV
- ΔE to the lowest compared entry with this formula, charge and spin: 109.43 kcal per mole
- HOMO energy (spin up / spin down): -4.28 / -4.96 eV